Record 1
This record from OMol25 describes C6H9NS in the gas phase at a distorted geometry. The level of theory is the ωB97M-V functional and the def2-TZVPD basis.

```
17
Properties=species:S:1:pos:R:3:forces:R:3
C -1.6888 0.7369 -1.4907 -1.89 2.02 -1.19
C -0.7403 0.0566 -0.8839 2.30 -3.51 -2.26
C -0.3033 0.0479 0.4812 0.85 0.32 3.69
C -1.2465 0.5586 1.5337 -1.22 -0.33 2.69
C 0.8247 -0.4680 1.0591 1.79 0.81 -3.58
C 1.9592 -0.9283 0.1149 -3.36 -5.54 5.66
N 2.2544 -0.2460 -0.8606 1.47 5.46 -9.63
S 2.3584 -2.5549 0.3140 0.18 0.62 -0.08
H -2.0740 0.6102 -2.5754 1.11 -0.12 2.03
H -2.1792 1.6177 -0.9756 0.49 -1.21 -0.45
H -0.1845 -0.8323 -1.4541 -1.42 1.99 0.78
H -2.3052 0.3597 1.2126 0.86 0.50 0.38
H -1.1105 1.7578 1.7381 -0.34 -3.18 -0.12
H -1.1093 -0.2578 2.5670 -0.37 3.22 -2.86
H 1.1494 -0.5421 2.0787 -0.84 0.07 0.46
H 1.9181 0.7789 -0.9497 0.60 -2.45 0.34
H 2.4775 -0.6946 -1.9093 -0.21 1.32 4.14
```
Positions in Å, forces in eV/Å.

The total energy is -18689.464 eV. Its total charge is 0. Its structure (SMILES) is C=C/C(C)=C\C(N)=S. The value obtained for the energy above the lowest of the compared OMol25 structures with the same formula, charge and spin is 86.4 kcal per mole. The HOMO energy comes out at -7.819 eV. The value obtained for the HOMO-LUMO gap is 7.83 eV.

Record 2
This record from OMol25 describes C50H45IrN6S4 as an isolated structure at a distorted geometry. The level of theory is the ωB97M-V functional and the def2-TZVPD basis.

```
106
Properties=species:S:1:pos:R:3:forces:R:3
Ir 0.8667 -1.1702 1.8085 -2.99 -2.16 0.72
S -0.5655 -2.4084 5.9403 1.11 0.58 -0.98
C 0.6161 -1.1384 6.1255 -0.28 -0.44 -1.25
C 1.1608 -0.7263 4.9157 -0.09 0.25 1.73
C 0.6786 -1.4025 3.8064 -1.33 -1.65 -0.48
C -0.2605 -2.4460 4.2207 1.49 2.52 1.43
C -0.7571 -3.3777 3.3250 -0.88 -1.64 -1.90
C -1.6224 -4.4699 3.6410 0.85 1.19 -0.05
C -1.9819 -5.3562 2.6655 0.24 -0.11 -1.09
C -1.4867 -5.1821 1.3565 -0.07 0.32 0.79
C -0.6703 -4.0913 1.0955 -0.08 -0.60 -1.07
N -0.3202 -3.2226 2.0188 1.07 2.37 2.00
H 0.8582 -0.7863 7.1102 -0.03 0.15 0.19
H 1.8962 0.0594 4.8796 0.12 0.14 -0.03
H -1.9707 -4.5780 4.6561 -0.02 -0.01 0.10
H -2.6304 -6.1913 2.8833 -0.04 -0.05 0.08
H -1.7282 -5.8734 0.5654 0.02 -0.02 -0.06
H -0.2755 -3.9299 0.1012 0.00 0.05 -0.01
N 0.9161 -0.9406 -0.1738 0.18 0.17 -1.15
S 0.5379 -0.7022 -1.5869 0.02 -0.12 1.28
N 0.1007 0.8426 -1.9077 0.13 0.18 -0.47
S -1.3398 1.4006 -1.6299 0.31 -0.43 0.61
N -2.0083 1.0201 -0.2550 -0.39 0.15 -0.26
S -1.3652 1.1484 1.2329 0.83 -0.86 0.44
N -0.7432 -0.0809 1.8353 -1.18 0.83 -0.12
C -0.2659 2.5826 1.1867 -0.56 -0.27 0.16
C 1.0910 2.3962 1.0027 -0.05 -0.21 0.11
C 1.9143 3.5073 0.9350 0.00 -0.08 -0.02
C 1.3726 4.7788 1.0592 0.04 -0.01 0.00
C 0.0106 4.9479 1.2541 -0.08 0.00 -0.01
C -0.8222 3.8436 1.3168 -0.03 0.08 0.03
C -2.7242 1.5925 2.3133 0.30 0.10 -0.49
C -3.9768 1.9495 1.8523 0.04 0.05 -0.22
C -4.9320 2.3541 2.7744 0.08 -0.06 0.00
C -4.6166 2.3998 4.1248 -0.04 -0.01 -0.05
C -3.3588 2.0192 4.5721 0.06 -0.05 -0.15
C -2.4025 1.6059 3.6624 0.13 -0.03 0.03
C -1.2097 3.1713 -1.8145 0.17 -0.15 -0.29
C -2.3778 3.9070 -1.6595 -0.12 -0.26 -0.01
C -2.3406 5.2746 -1.8630 -0.01 -0.12 0.04
C -1.1484 5.8892 -2.2228 0.07 -0.07 0.03
C 0.0119 5.1426 -2.3673 -0.10 0.02 0.03
C -0.0119 3.7728 -2.1643 0.07 -0.32 -0.04
C -2.4821 0.8134 -2.8710 -0.12 0.21 0.15
C -3.7199 0.2825 -2.5494 0.02 0.13 0.23
C -4.5414 -0.1576 -3.5753 0.05 0.07 -0.05
C -4.1272 -0.0576 -4.8956 0.01 0.03 0.11
C -2.8900 0.4922 -5.2031 0.06 0.07 0.06
C -2.0600 0.9327 -4.1885 0.18 0.17 0.08
C -0.8116 -1.7414 -2.1815 0.68 0.19 -0.05
C -1.8533 -2.0426 -1.3201 0.07 -0.12 0.23
C -2.8978 -2.8259 -1.7878 0.23 0.03 0.04
C -2.8759 -3.3056 -3.0902 0.01 -0.02 0.07
C -1.8184 -3.0024 -3.9341 0.04 0.02 0.01
C -0.7783 -2.2056 -3.4828 -0.02 -0.05 -0.19
C 1.9745 -1.0739 -2.6048 -0.54 0.20 -0.04
C 2.4577 -2.3645 -2.4334 -0.09 -0.10 0.04
C 3.5645 -2.7723 -3.1570 -0.14 0.10 0.12
C 4.1850 -1.8822 -4.0229 0.00 0.06 0.02
C 3.7099 -0.5865 -4.1601 0.04 0.02 0.04
C 2.5934 -0.1705 -3.4468 -0.25 0.15 -0.04
H 1.4937 1.3927 0.9257 0.10 0.02 -0.10
H 2.9762 3.3754 0.7959 0.10 0.03 0.00
H 2.0196 5.6411 1.0188 0.07 0.09 0.00
H -0.4094 5.9355 1.3695 0.00 0.09 0.01
H -1.8821 3.9618 1.4811 -0.12 0.06 0.02
H -4.1956 1.8984 0.7975 -0.08 0.07 -0.12
H -5.9167 2.6346 2.4353 -0.09 0.02 -0.02
H -5.3560 2.7279 4.8376 -0.11 0.04 0.06
H -3.1206 2.0455 5.6230 0.01 0.00 0.12
H -1.4212 1.2879 3.9783 0.11 0.01 0.13
H -3.2976 3.4040 -1.4016 -0.20 0.03 0.04
H -3.2425 5.8566 -1.7548 -0.08 0.04 0.01
H -1.1261 6.9540 -2.3946 0.00 0.11 -0.02
H 0.9334 5.6243 -2.6516 0.12 0.04 -0.02
H 0.8711 3.1665 -2.2803 0.17 -0.01 -0.03
H -4.0218 0.2158 -1.5164 -0.08 -0.06 0.10
H -5.5089 -0.5734 -3.3428 -0.10 -0.05 0.05
H -4.7729 -0.4029 -5.6884 -0.06 -0.01 -0.07
H -2.5753 0.5866 -6.2303 0.04 0.01 -0.09
H -1.0968 1.3726 -4.3985 0.13 0.02 -0.18
H -1.8367 -1.6744 -0.3049 -0.05 0.03 0.13
H -3.7185 -3.0653 -1.1306 -0.11 -0.04 0.07
H -3.6816 -3.9301 -3.4431 -0.09 -0.06 -0.06
H -1.7903 -3.3967 -4.9377 -0.03 -0.01 -0.11
H 0.0506 -1.9643 -4.1309 0.06 0.00 -0.11
H 1.9659 -3.0346 -1.7449 -0.02 -0.15 0.05
H 3.9353 -3.7788 -3.0430 0.05 -0.09 -0.01
H 5.0478 -2.2034 -4.5843 0.09 0.00 -0.10
H 4.2069 0.1038 -4.8251 0.02 0.05 -0.04
H 2.2072 0.8320 -3.5424 -0.03 0.12 -0.08
C 5.9862 -1.8442 3.1170 -0.10 -0.05 0.05
C 5.3707 -1.4214 1.7759 1.16 0.22 -0.09
C 5.8800 -2.3197 0.6398 -0.12 -0.06 -0.02
C 5.6902 0.0536 1.4722 -0.02 -0.02 0.01
C 3.9469 -1.5284 1.8550 -1.97 -0.23 0.20
N 2.7953 -1.5744 1.9186 1.91 -0.88 -0.15
H 7.0668 -1.7566 3.0470 0.09 0.02 -0.04
H 5.7409 -2.8758 3.3519 0.00 -0.12 0.03
H 5.6421 -1.2095 3.9285 -0.03 0.08 0.09
H 6.9592 -2.2149 0.5715 0.09 0.03 0.02
H 5.4433 -2.0336 -0.3140 -0.04 0.03 -0.11
H 5.6498 -3.3626 0.8360 -0.01 -0.14 0.01
H 6.7686 0.1670 1.4111 0.11 0.01 -0.01
H 5.3212 0.7060 2.2589 -0.02 0.08 0.10
H 5.2563 0.3593 0.5233 -0.03 0.04 -0.12
```
Positions in Å, forces in eV/Å.

The total energy is -107668.808 eV. Its total charge is +3. As for the multiplicity: 2. The HOMO energy (spin up / spin down) comes out at -15.097 / -14.754 eV. The value obtained for the HOMO-LUMO gap (spin up / spin down) is 5.41 / 4.62 eV.

Record 3
This record from OMol25 describes an isolated ion of composition C4H10N3S and charge +1 at a distorted geometry. The level of theory is the ωB97M-V functional and the def2-TZVPD basis.

```
18
Properties=species:S:1:pos:R:3:forces:R:3
C -0.2901 0.6119 0.8570 -2.41 0.13 -0.17
C 0.9218 0.0723 0.6266 -1.54 1.17 0.09
C -2.1759 -0.2765 -0.5567 -0.54 -1.37 2.83
C 2.7105 -1.0800 -0.3855 2.31 1.73 1.15
N -1.4801 0.6972 -0.0459 1.14 -1.18 -1.08
N -1.8177 1.9628 -0.5161 -3.80 -1.56 -0.70
N 1.4530 -0.4548 -0.4444 -2.31 0.76 -2.75
S -2.3081 -1.8982 0.2604 0.91 1.69 -1.35
H -0.6184 0.9618 1.8227 0.51 0.22 0.13
H 1.5617 0.2562 1.4360 0.97 -0.38 1.34
H -3.0204 0.0311 -1.1682 0.29 -0.27 -0.36
H 3.5009 -0.3369 -0.0229 -0.79 -0.93 -0.66
H 2.6985 -1.8614 0.3263 -0.03 -1.01 0.68
H 2.9965 -1.4675 -1.3148 0.39 -0.47 -1.33
H -2.8345 2.1875 -0.2526 2.19 -0.21 -0.37
H -1.1795 2.5455 -0.1276 2.05 2.70 1.31
H 0.9734 -0.1949 -1.3448 1.07 -0.93 1.23
H -1.0917 -1.7561 0.8503 -0.43 -0.10 0.00
```
Positions in Å, forces in eV/Å.

The total energy is -19606.337 eV. Its total charge is +1. The value obtained for the energy above the lowest of the compared OMol25 structures with the same formula, charge and spin is 69.5 kcal per mole. The HOMO energy comes out at -12.690 eV. The value obtained for the HOMO-LUMO gap is 8.14 eV.

Record 4
This record from OMol25 describes C5H10NOS as an isolated structure at a distorted geometry. The level of theory is the ωB97M-V functional and the def2-TZVPD basis.

```
18
Properties=species:S:1:pos:R:3:forces:R:3
C -2.7882 -0.5189 0.4128 -0.55 0.24 -1.63
C 1.9241 1.1694 0.3693 -2.15 1.56 -0.11
C 0.5779 1.9654 0.4176 -0.98 0.83 -0.57
C 0.2447 -0.5303 0.1852 2.39 -0.22 0.48
C -0.0784 -1.9883 0.3154 -3.68 2.73 -2.62
N 1.5679 -0.2051 0.1775 -1.98 -0.53 -0.34
O -3.6955 -0.2749 -0.5517 0.26 0.71 3.92
S -0.8801 0.8208 0.1436 2.24 -1.42 0.01
H -3.0835 -0.1215 1.4293 -0.91 -0.33 -1.03
H 2.4284 1.6169 -0.4674 0.90 -0.32 -0.23
H 2.4785 1.1610 1.2842 0.48 0.77 0.48
H 0.2313 2.3882 1.3725 1.01 0.27 -0.31
H 0.4913 2.7201 -0.4230 0.35 -0.71 1.27
H -0.8191 -2.1468 1.0766 0.09 -0.18 0.65
H 0.7701 -2.5234 0.2939 2.86 -2.12 0.48
H -0.6655 -2.2296 -0.6203 0.56 0.05 0.83
H -3.3369 -0.3942 -1.4118 0.70 -0.76 -1.27
H 2.4267 -0.7839 0.1754 -1.60 -0.57 0.00
```
Positions in Å, forces in eV/Å.

The total energy is -19709.451 eV. Its total charge is +1. The value obtained for the energy above the lowest of the compared OMol25 structures with the same formula, charge and spin is 80.0 kcal per mole. The HOMO energy comes out at -12.420 eV. The value obtained for the HOMO-LUMO gap is 8.21 eV.

Q: total charge of number 4 (C5H10NOS)?
A: +1